(1)
Below is C7H5ClF3NO2S2 in the gas phase in a non-equilibrium geometry, with properties calculated with ωB97M-V with the def2-TZVPD basis set.

Results
Relative energy (zero: lowest compared OMol25 entry of this formula, charge and spin) ... 31.4 kcal/mol
SMILES ... O=S(=O)(CCC(F)=C(F)F)c1ncc(Cl)s1
Electronic energy ... -2030.9949 a.u.
Highest occupied orbital energy ... -9.48 eV
Gap between HOMO and LUMO ... 8.76 eV

ORCA input file:
```
! wB97M-V def2-TZVPD RIJCOSX def2/J DEFGRID3
* xyz 0 1
Cl -2.1392 -1.4151 4.0231
S 0.3391 -1.8582 2.0483
S 1.6749 -0.8546 -0.4835
F -0.9630 -2.0624 -2.7906
F -3.1193 -0.3651 -2.4405
F -1.5979 1.4319 -2.9501
O 1.7796 -2.3175 -0.8883
O 2.9462 -0.4415 0.2513
N -0.8262 0.0587 0.5466
C -1.6029 -0.2694 1.6268
C 1.4732 0.2876 -1.8251
C -1.8671 0.1102 -2.5833
C -1.2275 -1.2016 2.5522
C 0.7144 -0.1974 -2.9945
C 0.2964 -0.7123 0.6412
C -0.7108 -0.7186 -2.6776
H 0.6483 0.5841 -3.7828
H -2.4340 0.4178 1.7916
H 1.2766 -1.0310 -3.4308
H 1.2081 1.2976 -1.4089
H 2.5020 0.4623 -2.2686
*
```

(2)
Below is a molecular structure, C17H32BF4LiO9 in a non-equilibrium geometry, with properties calculated with ωB97M-V with the def2-TZVPD basis set.

Results
Relative energy (zero: lowest compared OMol25 entry of this formula, charge and spin) ... 54.9 kcal/mol
Electronic energy ... -1775.8789 a.u.
Highest occupied orbital energy ... -7.60 eV
Gap between HOMO and LUMO ... 7.21 eV

ORCA input file:
```
! wB97M-V def2-TZVPD RIJCOSX def2/J DEFGRID3
* xyz 0 1
F 0.2963 0.2874 -0.8591
F 1.7160 -0.0287 0.9180
F 2.4823 0.7683 -0.9839
F 1.1992 2.1170 0.4344
O -4.6210 -5.2268 1.1327
O 2.3551 -2.2698 -1.1527
O 0.5769 -1.5957 -3.2211
O 1.7690 1.1873 -3.9625
O 4.5069 -0.6487 1.4282
O 2.2087 2.5501 2.8189
O -1.7155 -0.7496 1.6718
O -5.3532 2.9824 2.9020
O -0.5882 4.1834 0.1082
C -4.1095 4.3017 1.1639
C -2.3451 -1.8756 1.5882
C -4.2113 3.2025 2.1169
C -0.5594 -1.0335 -3.6703
C -2.9797 4.5860 0.5483
C -1.7959 3.7824 0.7507
C -3.8787 -4.0578 1.1450
C 2.3623 1.6582 -5.1038
C -1.8404 2.7006 1.6528
C -1.9924 -3.1260 2.2253
C 5.5703 -0.4193 0.4550
C -4.1995 -2.8977 0.3992
C -3.3390 -1.8194 0.5619
C 2.8019 1.4200 3.4154
C 3.1282 -3.4819 -1.4165
C -3.0720 2.4245 2.3469
C -2.7976 -4.2055 2.0008
B 1.3934 0.7987 -0.1586
Li 2.0809 -0.5444 -2.3460
H 0.3945 -2.5412 -3.1943
H -1.3316 -1.7358 -3.3041
H 2.9050 -3.9531 -2.5904
H -3.5919 -0.8705 0.0368
H 2.1953 0.6439 3.5017
H 3.8552 -0.1689 1.0643
H -1.3244 -3.0265 3.0602
H 2.5442 -2.0907 -0.1971
H 2.9376 1.5689 4.4196
H 3.6776 1.1988 2.9449
H 5.3985 0.5782 -0.0775
H -5.0554 -2.7804 -0.2616
H 3.4301 1.7085 -4.8057
H 0.1573 3.7327 0.2862
H -3.0252 1.5534 2.8958
H 1.8184 2.3379 1.8363
H 2.1849 0.7353 -5.7842
H 5.2736 -1.0239 -0.5446
H -0.6217 0.0818 -3.3947
H -1.8313 -0.1964 0.8680
H -5.0728 -5.4429 0.4615
H -0.9559 2.2501 1.8396
H 6.3607 -0.5270 1.0676
H -4.9043 4.9421 1.0360
H -2.4004 -5.2865 2.3434
H 1.8029 1.9175 -3.5458
H 4.1033 -3.3322 -1.3151
H -0.7368 -1.3359 -4.5925
H 2.8268 -4.0657 -0.6693
H 2.0430 2.2330 -5.7229
H -2.9314 5.4625 -0.1075
H -5.1749 2.4630 3.5349
*
```

(3)
Below is C2HCl3OS in the gas phase in a non-equilibrium geometry, with properties calculated with ωB97M-V with the def2-TZVPD basis set.

Results
Expectation value of S² ... 2.01
Relative energy (zero: lowest compared OMol25 entry of this formula, charge and spin) ... 16.3 kcal/mol
Electronic energy ... -1930.6521 a.u.
Highest occupied orbital energy (spin up / spin down) ... -7.13 / -10.65 eV
Gap between HOMO and LUMO (spin up / spin down) ... 6.88 / 7.08 eV

ORCA input file:
```
! wB97M-V def2-TZVPD RIJCOSX def2/J DEFGRID3
* xyz 0 3
Cl 2.8072 1.1809 -0.1736
Cl 1.0989 -1.4132 -0.4368
Cl 0.0126 0.0056 1.8788
S 0.8643 1.5414 -0.5891
O -1.7249 -1.4251 -0.2867
C -1.2285 -0.3660 -0.2082
C 0.1975 -0.0237 -0.0091
H -2.0271 0.5003 -0.1753
*
```

(4)
Below is 2 unconnected molecules or ions with the total composition C3H12NO2 in a non-equilibrium geometry, with properties calculated with ωB97M-V with the def2-TZVPD basis set.

Results
Expectation value of S² ... 0.75
Relative energy (zero: lowest compared OMol25 entry of this formula, charge and spin) ... 79.6 kcal/mol
Electronic energy ... -326.5380 a.u.
Highest occupied orbital energy (spin up / spin down) ... -2.69 / -10.73 eV
Gap between HOMO and LUMO (spin up / spin down) ... 3.44 / 11.30 eV

ORCA input file:
```
! wB97M-V def2-TZVPD RIJCOSX def2/J DEFGRID3
* xyz 0 2
O 0.9674 -2.0205 0.2442
O 1.7246 1.9879 0.3033
N -0.3542 0.5304 0.5511
C 0.1244 -1.5836 -0.8762
C -0.0050 -0.0857 -0.8116
C -1.9011 0.4088 0.7751
H -1.9642 0.2186 1.8244
H 2.1420 2.5869 -0.2917
H 0.7325 -1.8891 -1.8994
H -0.7838 -2.3030 -0.9312
H 0.9587 0.4070 -1.0749
H 1.2206 -2.9287 -0.0018
H 2.2330 2.0009 1.1073
H -2.4855 1.4179 0.4319
H 0.3081 -0.1269 1.1247
H -0.0352 1.4762 0.6997
H -0.7508 0.4406 -1.4122
H -2.1315 -0.5376 0.2374
*
```

(5)
Below is a molecular structure, C10H6EuN2O5 in a non-equilibrium geometry, with properties calculated with ωB97M-V with the def2-TZVPD basis set.

Results
Expectation value of S² ... 12.03
Electronic energy ... -1579.0108 a.u.
Highest occupied orbital energy (spin up / spin down) ... -18.59 / -18.61 eV
Gap between HOMO and LUMO (spin up / spin down) ... 2.78 / 3.18 eV

ORCA input file:
```
! wB97M-V def2-TZVPD RIJCOSX def2/J DEFGRID3
* xyz 3 7
Eu 0.0682 -0.0221 0.0482
O -2.3987 0.7051 -1.6203
O 1.4087 2.4134 -1.0333
O 0.2196 -2.5919 -1.4538
O 5.1369 0.7026 2.2406
O -1.6297 0.1781 2.4881
N 5.9208 -0.8908 3.5938
N 1.4952 -1.1183 1.4702
C 0.8950 1.5240 -0.6501
C 2.6794 -0.5105 1.7102
C 1.1868 -2.3082 2.0354
C -1.0269 0.1135 1.5728
C 0.1415 -1.6368 -0.9188
C 4.9407 -0.3766 2.7882
C 3.3198 -2.3274 3.1402
C 3.6411 -1.0928 2.5573
C -1.5203 0.4464 -1.0266
C 2.0962 -2.9349 2.8814
H 6.7888 -0.3612 3.7170
H 4.0076 -2.8432 3.8040
H 5.8268 -1.7760 4.0754
H 1.8510 -3.8924 3.3341
H 2.8746 0.4487 1.2262
H 0.2246 -2.7770 1.8230
*
```

(6)
Below is a molecular structure, C11H20IrN2OP in a non-equilibrium geometry, with properties calculated with ωB97M-V with the def2-TZVPD basis set.

Results
Expectation value of S² ... 6.02
Relative energy (zero: lowest compared OMol25 entry of this formula, charge and spin) ... 105.4 kcal/mol
Electronic energy ... -1061.1158 a.u.
Highest occupied orbital energy (spin up / spin down) ... -4.05 / -8.43 eV
Gap between HOMO and LUMO (spin up / spin down) ... 4.68 / 8.53 eV

ORCA input file:
```
! wB97M-V def2-TZVPD RIJCOSX def2/J DEFGRID3
* xyz 0 5
Ir -0.0954 0.6903 -1.0804
P 1.3222 -1.7574 -3.4113
O -0.7292 2.1894 0.4560
N -1.5830 0.3399 1.5374
N 0.6731 0.9073 1.7548
C 1.8556 1.6423 1.3370
C -0.5436 1.1423 1.1655
C 1.1748 0.8038 -2.5251
C -1.4386 -0.8237 2.4069
C 0.9636 -0.2857 2.5494
C -0.9997 -0.1733 -2.5101
C 1.4127 -0.4988 -1.8460
C -2.8906 0.5547 0.9463
C -0.0710 -1.1815 -1.8860
C -0.2539 -0.6532 3.3467
C -0.2032 0.9546 -2.9504
H -3.6463 -0.0525 1.4660
H -1.2879 -1.7376 1.7927
H 1.5644 2.5529 0.8220
H 1.2004 -3.1578 -3.1511
H -0.4441 -2.1844 -1.4488
H -3.1718 1.6125 1.0284
H 2.5265 1.0437 0.6507
H 2.4388 1.9012 2.2534
H 1.7626 -0.0089 3.2486
H 2.3557 -0.5807 -1.2082
H -2.3912 -0.9627 2.9616
H -2.9121 0.2619 -0.1195
H 0.6613 -1.0305 -4.7057
H 1.2938 -1.1345 1.9218
H 2.7170 -1.9300 -3.9171
H 2.0312 1.4670 -2.7502
H -0.4969 0.1350 4.0862
H -0.0997 -1.6038 3.8875
H -0.5922 1.7427 -3.5873
H -2.1034 -0.1844 -2.5217
*
```

no.,molar mass (g/mol)
1,291.70
2,474.18
3,179.46
4,94.13
5,386.13
6,419.48